Below is C18H22N4O5S as an isolated structure, with properties calculated with ωB97M-V/def2-TZVPD.

Geometry (Å):
H: -4.358 0.668 -0.973
H: -2.531 -1.265 2.074
C: -0.775 -4.037 -1.215
H: 4.355 -3.020 0.958
C: -4.881 0.671 -0.021
H: -2.974 0.620 2.779
C: -5.183 -0.897 0.273
H: 7.115 0.147 0.724
C: -0.521 -2.645 -0.733
H: -5.946 -1.204 0.777
N: -3.708 0.736 0.712
N: 1.068 0.052 -0.438
C: 5.379 -0.744 0.347
C: 5.111 -3.260 0.180
C: 3.382 0.774 0.161
O: 5.935 -1.938 0.462
H: 6.241 2.577 0.697
H: -2.289 1.083 -1.540
C: 4.177 1.788 0.350
H: -3.297 2.669 -1.094
H: -5.355 -1.543 -0.904
C: -2.928 -1.967 -0.353
H: 5.784 -4.038 0.331
H: -1.700 -4.002 -2.009
O: -1.719 -2.493 0.010
S: -0.826 3.197 -1.065
H: 0.387 -2.449 -0.152
N: -3.872 -1.603 0.401
C: -3.583 -1.240 1.796
O: 1.461 2.169 -0.412
H: 4.756 -3.135 -0.986
C: 6.119 0.159 0.607
H: -0.760 -4.916 -0.459
O: -1.716 1.713 1.238
C: 2.044 1.007 -0.285
C: 5.627 1.782 0.517
H: -4.084 -1.924 2.569
H: -4.775 0.270 2.520
C: 3.956 -0.402 -0.198
H: -5.779 1.184 0.017
H: -0.593 -1.924 -1.556
O: -3.149 -1.896 -1.428
C: 0.178 1.872 -0.628
C: -2.503 2.042 -0.766
C: -2.551 1.640 0.573
H: 3.285 -1.368 0.105
H: 3.877 2.780 0.263
H: -0.099 -4.204 -1.874
N: -0.038 0.542 -0.949
C: -3.946 0.331 1.997

Output
total charge = 0
Kohn-Sham gap = 0.2861 hartree
HOMO energy = -8.10 eV

Results of the Löwdin charge analysis, in e, for atoms 1 through 5: atom 1 (H): 0.106, atom 2 (H): 0.104, atom 3 (C): -0.080, atom 4 (H): 0.087, atom 5 (C): -0.103